1.
This record from OMol25 describes a molecular structure, C5H6I4 at a distorted geometry. The level of theory is ωB97M-V with the def2-TZVPD basis set.

```
! wB97M-V def2-TZVPD RIJCOSX def2/J DEFGRID3
* xyz 0 1
C 0.9802 -0.7271 0.5882
C 1.1033 0.7848 0.4459
C -0.1402 -1.1127 -0.3742
C -0.1896 1.2059 -0.5489
C -1.1929 -0.0780 -0.1852
I -1.0471 -3.1391 -0.3063
I -1.0576 3.1383 -0.2172
I -2.7313 -0.0496 -1.7094
I -2.0261 -0.1065 1.7791
H 1.8462 -1.3810 0.4469
H 0.7393 -0.9055 1.6742
H 1.1962 1.2655 1.3681
H 2.1283 1.0444 0.0142
H 0.3196 -1.0741 -1.4198
H 0.0717 1.1346 -1.5558
*
```

Computed properties:
molecular weight = 573.72 g mol⁻¹
energy above the lowest of the compared OMol25 structures with the same formula, charge and spin = 8.0 kcal/mol
E_tot = -1384.8546 Eh
frontier orbital gap = 0.3191 hartree

***

2.
This record from OMol25 describes 8 unconnected molecules or ions with the total composition C27H36F2O24 at a distorted geometry. The level of theory is ωB97M-V with the def2-TZVPD basis set.

```
! wB97M-V def2-TZVPD RIJCOSX def2/J DEFGRID3
* xyz 1 2
C 3.4842 0.5303 0.7053
C 2.4709 0.3359 1.8414
O 2.3379 1.6198 2.4470
C 2.6058 2.5006 1.5523
O 2.2795 3.6860 1.6786
O 3.4123 1.9777 0.6318
H 3.2721 -0.0915 -0.1644
H 4.5039 0.3458 1.0434
H 2.9324 -0.4350 2.4586
H 1.4976 -0.0952 1.6073
C -0.3825 2.6179 3.9465
C -0.7376 1.7096 2.7949
O -1.9348 2.2103 2.2977
C -2.1318 3.4260 2.8515
O -3.0514 4.2031 2.5843
O -1.1299 3.7795 3.6321
H 0.6975 2.7521 4.0076
H -0.8168 2.3251 4.9024
H -0.8622 0.7245 3.2446
H -0.0299 1.5712 1.9775
C 1.4371 2.9991 -2.9820
C 2.8729 2.7013 -2.5428
O 2.9422 1.2673 -2.7122
C 2.0035 0.8905 -3.5316
O 1.8889 -0.2336 -3.9354
O 1.2731 1.9437 -3.8957
H 1.4130 4.0338 -3.3239
H 0.6666 3.0020 -2.2110
H 3.0006 2.8481 -1.4704
H 3.5817 3.3241 -3.0886
C -2.0475 -1.9493 -4.9813
C -3.1888 -0.9015 -4.9235
C -4.4868 -1.4929 -5.3420
O -5.1185 -1.5838 -4.1468
C -4.3923 -1.1144 -3.0839
O -4.7790 -1.1018 -1.9189
O -3.3565 -0.5205 -3.5867
H -1.9447 -2.3702 -5.9814
H -2.1634 -2.7317 -4.2312
H -1.0701 -1.5189 -4.7630
H -2.8767 -0.1090 -5.6037
H -4.3735 -2.4263 -5.8933
H -5.0528 -0.8657 -6.0307
C 1.0875 -2.2828 -1.0816
C -0.1671 -1.5212 -1.5456
C -1.4988 -1.6719 -0.7999
O -1.4036 -0.4601 -0.0563
C -0.6314 0.4616 -0.5558
O -0.6123 1.7044 -0.2951
O 0.1932 -0.1207 -1.4390
H 1.1065 -3.3308 -1.3808
H 1.2000 -2.1094 -0.0114
H 1.9436 -1.8206 -1.5730
H -0.4282 -1.5913 -2.6015
H -1.4565 -2.5070 -0.1006
H -2.3859 -1.7129 -1.4319
C -1.5017 -3.6670 5.4809
C -1.3739 -3.4087 3.9525
C -1.4886 -1.9782 3.5338
O -0.2600 -1.7287 2.9019
C 0.5338 -2.8207 2.9003
O 1.7040 -2.8478 2.4830
O -0.1456 -3.7551 3.5065
H -0.6295 -3.3521 6.0539
H -1.4820 -4.7304 5.7191
H -2.4935 -3.3405 5.7940
H -2.1409 -4.0038 3.4567
H -1.6342 -1.3673 4.4247
H -2.2913 -1.7617 2.8289
C -3.2672 4.9351 -0.9206
C -1.8202 4.8359 -0.3832
O -1.4832 6.1354 -0.1688
C -2.4874 7.0014 -0.5807
O -2.4711 8.2051 -0.6623
O -3.4730 6.2854 -1.1887
F -1.0657 4.3041 -1.3000
H -3.8513 4.5984 -0.0641
H -3.5545 4.2501 -1.7183
H -1.7340 4.2703 0.5446
C 4.3223 -4.7981 1.0932
C 5.0164 -3.7094 1.9183
O 5.0524 -2.5831 1.1021
C 4.6271 -2.9555 -0.1401
O 4.6548 -2.2339 -1.1105
O 4.2630 -4.2691 -0.1551
F 6.2110 -4.1761 2.3706
H 3.2944 -4.9823 1.4056
H 4.9018 -5.7212 1.1048
H 4.4752 -3.4519 2.8287
*
```

Computed properties:
molecular weight = 782.56 g mol⁻¹
E_tot = -3055.5640 Eh
frontier orbital gap (spin up / spin down) = 0.3749 / 0.0913 hartree
<S²> = 0.760

***

3.
This record from OMol25 describes a molecular structure, C32H28Cl2N2O5W at a distorted geometry. The level of theory is ωB97M-V with the def2-TZVPD basis set.

```
! wB97M-V def2-TZVPD RIJCOSX def2/J DEFGRID3
* xyz 0 1
W 0.8120 0.7870 -0.4967
O 1.9077 1.7515 0.6304
C 1.7825 2.3633 1.7987
C 2.8999 2.8172 2.4915
C 2.7659 3.4614 3.7038
C 1.4954 3.6951 4.2351
C 0.3836 3.2622 3.5566
C 0.4799 2.5624 2.3348
C -0.7092 2.0614 1.7378
N -0.7739 1.3496 0.6313
C -2.0768 0.7690 0.3140
C -2.1128 0.5443 -1.1959
N -0.7683 0.1594 -1.6030
C -0.6574 -0.5959 -2.6752
C 0.5546 -1.0708 -3.2390
C 0.4957 -1.9026 -4.3779
C 1.6257 -2.4092 -4.9656
C 2.8869 -2.0982 -4.4479
C 2.9888 -1.2710 -3.3512
C 1.8492 -0.7596 -2.7380
O 1.9622 0.0553 -1.7007
H 3.8765 2.6417 2.0589
H 3.6504 3.7861 4.2346
H 1.3851 4.2075 5.1813
H -0.6058 3.4430 3.9609
H -1.6430 2.2518 2.2585
H -2.8888 1.4300 0.6239
H -2.1733 -0.1849 0.8394
H -2.3900 1.4786 -1.6923
H -2.8464 -0.2177 -1.4611
H -1.5800 -0.8877 -3.1675
H -0.4785 -2.1381 -4.7901
H 1.5418 -3.0520 -5.8317
H 3.7816 -2.4955 -4.9075
H 3.9529 -0.9891 -2.9468
C -0.6237 -1.4551 4.7332
C -1.6496 -2.5076 4.4104
C -2.3722 -3.1240 5.4268
C -3.3467 -4.0631 5.1352
Cl -4.2296 -4.8061 6.4304
C -3.6361 -4.4074 3.8254
C -2.9137 -3.8099 2.8074
C -1.9247 -2.8807 3.0948
O -1.2825 -2.2728 2.0390
C 0.0766 -2.6694 1.8403
C 0.6526 -1.5573 0.9782
O 1.0692 -0.5087 1.5289
O 0.5987 -1.6492 -0.2664
H -0.9483 -0.8612 5.5872
H -0.4581 -0.7918 3.8845
H 0.3335 -1.9107 4.9961
H -2.1801 -2.8546 6.4575
H -4.4093 -5.1299 3.6059
H -3.1117 -4.0544 1.7718
H 0.1178 -3.6292 1.3203
H 0.6165 -2.7313 2.7859
Cl 0.2338 1.3891 -7.5266
C 0.4063 1.8552 -5.8635
C -0.7091 2.2255 -5.1322
C -0.5653 2.5596 -3.7948
C 0.6703 2.4917 -3.1447
C 0.8026 2.7142 -1.6686
C 1.7831 2.1928 -3.9382
C 1.6618 1.8752 -5.2812
H -1.6813 2.2554 -5.6069
H -1.4394 2.8775 -3.2384
H 0.0151 3.4044 -1.3525
H 1.7648 3.2044 -1.4939
H 2.7677 2.1899 -3.4860
H 2.5372 1.6335 -5.8689
*
```

Computed properties:
molecular weight = 775.33 g mol⁻¹
E_tot = -2709.4652 Eh
frontier orbital gap (spin up / spin down) = 0.2232 / 0.2231 hartree

***

4.
This record from OMol25 describes 3 unconnected molecules or ions with the total composition C26H54N5O3. The level of theory is ωB97M-V with the def2-TZVPD basis set.

```
! wB97M-V def2-TZVPD RIJCOSX def2/J DEFGRID3
* xyz 1 1
C 0.6383 -2.1669 1.0904
C 0.6957 -2.2719 -0.4017
O 1.4578 -1.6426 -1.1055
O -0.2018 -3.1523 -0.9391
C -1.1222 -2.5535 -1.8702
C -0.9145 -2.9893 -3.3257
C -0.2370 -4.3430 -3.5853
C 1.2770 -4.3906 -3.3514
C 2.1163 -3.7823 -4.4969
C 2.8679 -2.5209 -4.0277
C 2.3094 -1.1585 -4.2910
C 2.5474 -0.0712 -3.5179
N 1.8998 1.0060 -4.0471
C 1.9005 2.3490 -3.4666
C 0.5140 2.8803 -3.1595
C -0.4931 1.9609 -2.5816
O 0.1708 2.9450 -1.7965
C 1.2578 0.6030 -5.1337
N 1.4901 -0.6931 -5.2947
N 0.9898 -1.4562 -6.3701
H 1.1830 -2.9920 1.5496
H 1.1233 -1.2374 1.3779
H -0.3925 -2.1793 1.4357
H -2.1299 -2.7785 -1.5267
H -1.0051 -1.4699 -1.8059
H -1.9084 -3.0509 -3.7763
H -0.3932 -2.1880 -3.8633
H -0.7152 -5.1184 -2.9870
H -0.4310 -4.5879 -4.6331
H 1.5201 -3.8768 -2.4298
H 1.5573 -5.4332 -3.1987
H 1.4734 -3.6057 -5.3546
H 2.8579 -4.4992 -4.8424
H 2.9187 -2.5666 -2.9415
H 3.8999 -2.5280 -4.3831
H 3.1195 -0.0170 -2.6085
H 2.4363 2.2828 -2.5228
H 2.4031 3.0185 -4.1608
H 0.1552 3.6754 -3.8034
H -1.5327 2.1877 -2.7801
H -0.1824 0.9438 -2.3662
H 0.6655 1.2317 -5.7747
H 0.3544 -2.1430 -5.9717
H 0.4118 -0.8386 -6.9322
C -1.7388 -1.2448 4.7990
C -3.2008 -1.5316 5.0992
N -4.1111 -0.6684 4.3666
C -5.4863 -0.7559 4.8297
C -6.2300 -2.0844 4.6470
C -3.9247 -0.6365 2.9287
C -4.0310 -1.9602 2.1547
H -1.4934 -0.2004 4.9956
H -1.1028 -1.8682 5.4284
H -1.4866 -1.4711 3.7615
H -3.3803 -1.3641 6.1638
H -3.3905 -2.6026 4.9216
H -6.0547 0.0419 4.3443
H -5.4802 -0.5074 5.8947
H -6.5352 -2.2469 3.6139
H -7.1375 -2.0798 5.2527
H -5.6300 -2.9369 4.9667
H -2.9411 -0.2034 2.7273
H -4.6394 0.0821 2.5199
H -3.5127 -2.7727 2.6666
H -3.5736 -1.8473 1.1677
H -5.0637 -2.2664 1.9971
C 4.0982 3.7469 3.9390
C 3.7669 4.0620 2.4891
N 2.6126 3.3306 1.9917
C 2.4482 3.4203 0.5558
C 2.1395 4.7918 -0.0623
C 1.3959 3.4636 2.7774
C 0.8211 4.8714 2.9841
H 4.2501 2.6760 4.0790
H 5.0151 4.2628 4.2247
H 3.3156 4.0766 4.6222
H 4.6198 3.7774 1.8665
H 3.6592 5.1530 2.3822
H 1.6662 2.7166 0.2588
H 3.3750 3.0439 0.1034
H 1.1054 5.0894 0.1007
H 2.2932 4.7543 -1.1444
H 2.7927 5.5713 0.3294
H 1.5827 3.0229 3.7585
H 0.6365 2.8242 2.3189
H 1.6007 5.5972 3.2186
H 0.1204 4.8626 3.8204
H 0.2766 5.2290 2.1112
*
```

Computed properties:
molecular weight = 484.75 g mol⁻¹
E_tot = -1522.2382 Eh
frontier orbital gap = 0.2609 hartree

***

5.
This record from OMol25 describes C6H11N in the gas phase at a distorted geometry. The level of theory is ωB97M-V with the def2-TZVPD basis set.

```
! wB97M-V def2-TZVPD RIJCOSX def2/J DEFGRID3
* xyz 0 1
C -1.5674 -2.0669 -0.3514
C -1.3166 -0.7771 -0.4796
C -0.0324 -0.2292 -0.9718
C 0.5311 -0.7064 -2.0759
C 0.5702 0.9734 -0.2378
C 0.1706 1.1061 1.2287
N 1.3205 1.5710 2.0013
H -2.5527 -2.3950 -0.0234
H -0.8821 -2.9012 -0.5170
H -2.0444 -0.0100 -0.2559
H 1.4497 -0.3214 -2.4813
H 0.0047 -1.5154 -2.5699
H 1.6554 0.8207 -0.2550
H 0.3435 1.8681 -0.8157
H -0.6113 1.8567 1.3039
H -0.2561 0.1726 1.6060
H 2.0807 0.9108 1.8933
H 1.1365 1.6431 3.0015
*
```

Computed properties:
molecular weight = 97.16 g mol⁻¹
energy above the lowest of the compared OMol25 structures with the same formula, charge and spin = 36.2 kcal/mol
E_tot = -289.9140 Eh
frontier orbital gap = 0.3685 hartree

***

6.
This record from OMol25 describes a molecular structure, C5H12O. The level of theory is ωB97M-V with the def2-TZVPD basis set.

```
! wB97M-V def2-TZVPD RIJCOSX def2/J DEFGRID3
* xyz 0 1
C -1.2317 0.7827 -0.9581
C -0.5616 -0.0317 0.1201
C -1.3565 -1.2070 0.6382
C 0.4283 0.5809 0.8914
C 2.1309 0.4881 -0.0436
O 2.4661 -0.6971 -0.3379
H -0.5914 1.5998 -1.3038
H -2.1457 1.2245 -0.5378
H -1.5241 0.1751 -1.8191
H 0.3351 -1.1484 -0.8477
H -2.2626 -0.8167 1.1223
H -0.7928 -1.7793 1.3793
H -1.6738 -1.8805 -0.1635
H 0.4280 1.6694 0.9032
H 0.6787 0.1116 1.8421
H 2.6448 0.9780 0.7945
H 1.8700 1.1829 -0.8681
H 1.1584 -1.2322 -0.8113
*
```

Computed properties:
molecular weight = 88.15 g mol⁻¹
energy above the lowest of the compared OMol25 structures with the same formula, charge and spin = 96.5 kcal/mol
E_tot = -272.7949 Eh
frontier orbital gap = 0.3386 hartree

***

7.
This record from OMol25 describes a gas-phase ion, C4H9N2 (charge +1) at a distorted geometry. The level of theory is ωB97M-V with the def2-TZVPD basis set.

```
! wB97M-V def2-TZVPD RIJCOSX def2/J DEFGRID3
* xyz 1 1
C 1.4898 0.4685 0.2340
C 0.0857 0.2310 0.9067
C 0.2148 -1.0180 1.6905
C -0.6435 0.0578 -0.3648
N -1.3894 0.2919 -1.3556
N -1.8226 0.2689 -2.5360
H 1.7611 -0.3009 -0.3816
H 1.3736 1.3453 -0.3232
H 2.2307 0.5058 1.0930
H -0.1383 1.0402 1.5226
H 0.3536 -1.7436 0.9762
H 1.1380 -0.9249 2.2774
H -0.7185 -1.1085 2.1537
H -2.8091 0.4199 -2.6482
H -1.1259 0.4665 -3.2448
*
```

Computed properties:
molecular weight = 85.13 g mol⁻¹
energy above the lowest of the compared OMol25 structures with the same formula, charge and spin = 101.2 kcal/mol
E_tot = -266.9381 Eh
frontier orbital gap = 0.3814 hartree

***

Copy entry 7 word for word.
This record from OMol25 describes a gas-phase ion, C4H9N2 (charge +1) at a distorted geometry. The level of theory is ωB97M-V with the def2-TZVPD basis set.

```
! wB97M-V def2-TZVPD RIJCOSX def2/J DEFGRID3
* xyz 1 1
C 1.4898 0.4685 0.2340
C 0.0857 0.2310 0.9067
C 0.2148 -1.0180 1.6905
C -0.6435 0.0578 -0.3648
N -1.3894 0.2919 -1.3556
N -1.8226 0.2689 -2.5360
H 1.7611 -0.3009 -0.3816
H 1.3736 1.3453 -0.3232
H 2.2307 0.5058 1.0930
H -0.1383 1.0402 1.5226
H 0.3536 -1.7436 0.9762
H 1.1380 -0.9249 2.2774
H -0.7185 -1.1085 2.1537
H -2.8091 0.4199 -2.6482
H -1.1259 0.4665 -3.2448
*
```

Computed properties:
molecular weight = 85.13 g mol⁻¹
energy above the lowest of the compared OMol25 structures with the same formula, charge and spin = 101.2 kcal/mol
E_tot = -266.9381 Eh
frontier orbital gap = 0.3814 hartree

***

> Which of these has the lowest molecular weight?

C4H9N2

***

> What is the formula in the seventh record?

C4H9N2